Formula: C34H57N3O2SScSi
Source: the Open Molecules 2025 dataset
Level of theory: ωB97M-V/def2-TZVPD

As for the net charge: +1. The HOMO energy is -10.59 eV. The total energy is -84158.53031 eV. As for the orbital gap: 8.7 eV. As for the multiplicity: 1.

```
99
Properties=species:S:1:pos:R:3:forces:R:3
H 1.347436 -2.067892 1.370752 -0.46 0.03 -0.03
H 5.267519 -1.904296 1.760848 -0.20 0.05 0.29
H 1.276202 -0.869508 5.898343 -0.13 0.11 -0.22
H 1.642247 -5.116265 1.456919 -0.03 0.05 0.13
C 1.495770 -2.094831 -3.886193 -0.31 -0.24 0.19
C 3.202294 -4.052711 -1.281635 -0.16 -0.12 0.18
H -1.061141 1.232805 -5.242871 0.04 0.00 0.32
H 0.811970 3.921719 1.986365 0.00 -0.29 -0.14
C 0.628797 1.571632 -2.305116 -0.44 -0.09 0.15
H -1.677129 -5.670990 1.407514 0.04 0.27 -0.13
H 1.072559 -5.488187 3.101437 0.11 0.07 -0.18
H 3.490337 -2.731596 -4.427619 -0.19 0.11 -0.14
H 0.637973 -1.549840 -4.293061 0.24 -0.13 0.15
H -2.442436 -4.149681 0.884572 0.23 -0.17 -0.04
H 2.038021 -4.028284 2.809497 -0.16 -0.12 -0.10
H -2.836344 1.367177 -0.102807 0.04 -0.19 -0.20
H -1.481630 -1.878887 -3.434920 0.07 -0.11 -0.23
H 1.810941 -1.635500 -2.935529 -0.26 -0.11 -0.25
H 2.255773 1.431552 -0.890783 -0.19 0.23 -0.21
H 4.902775 -0.041426 0.396711 -0.22 0.06 0.06
C 2.629319 -2.213948 -4.868570 0.20 -0.09 -0.34
C -0.288063 -3.608819 -2.931002 0.06 -0.07 0.32
C 2.458780 -0.258649 2.774049 0.82 -0.29 0.46
C -2.836127 0.679068 -0.959973 -0.46 -0.07 0.07
C 3.587080 -0.592257 1.987899 -0.49 -0.05 0.39
H 2.668129 2.171145 4.218419 0.02 -0.04 -0.31
H 4.819323 -3.134182 3.893484 -0.17 0.22 -0.07
H -1.496078 -4.461075 4.087124 0.09 0.20 -0.04
H -0.466729 -4.687546 -2.868340 0.22 0.22 -0.03
C 1.972350 1.985992 -1.792795 0.54 -0.02 0.08
H 0.133787 -2.313589 0.128261 -0.09 0.08 0.14
C 0.240277 -2.109052 1.218415 0.79 -2.06 -0.79
H 0.826081 0.500368 4.857860 0.03 -0.26 -0.03
C 3.105245 -6.915199 -3.331715 0.15 -0.01 -0.18
C 3.859270 0.119782 0.699354 0.31 0.02 -0.35
H 0.137194 -1.100412 4.568752 0.26 0.22 -0.02
C -0.425027 1.263458 -1.415722 -0.28 0.80 -0.23
C 4.206193 -2.983942 -1.613629 0.28 0.35 -0.14
H 3.719846 2.297152 2.786512 -0.30 -0.03 0.11
H 2.635893 3.638557 3.213703 0.16 -0.20 0.07
H -1.594435 3.598044 -0.620482 0.31 -0.06 0.05
N -1.622631 0.166722 3.083102 -1.76 -1.36 -0.92
C -1.914992 0.919827 -3.286172 0.26 -0.04 0.02
C 2.229787 -0.918579 4.002903 0.07 0.12 -0.64
H 2.014749 3.059363 -1.549719 -0.05 -0.28 -0.02
H 2.955834 -1.215712 -5.181432 -0.07 -0.15 0.14
C 1.055064 -0.572549 4.864247 -0.18 0.13 0.51
C -0.877615 1.228304 -4.166207 -0.12 -0.13 -0.17
H 1.845417 -4.051759 -3.109527 0.01 -0.06 0.38
H -1.269819 -3.027064 -4.800215 0.06 -0.06 0.30
H 2.741991 1.800828 -2.554357 -0.16 0.10 0.14
H -2.054311 -2.830813 3.684515 0.27 -0.19 0.06
H 2.901008 -2.440167 5.348590 0.14 0.06 -0.32
C -1.164843 -3.471185 3.738179 -0.10 -0.02 0.16
H -1.050667 -4.813327 -0.024283 -0.13 -0.01 0.18
C 4.416014 -1.637776 2.393096 -0.18 0.04 0.21
H 2.345551 -3.639479 -0.728634 0.14 -0.15 -0.04
H -2.822366 -0.346817 -0.559428 0.04 0.30 -0.10
O 2.706086 -4.679180 -2.508731 0.64 -0.85 0.83
H -2.338521 -3.407606 -3.441643 0.14 0.03 -0.04
H -3.795820 0.800709 -1.479755 0.21 -0.07 0.17
C 1.626737 1.993058 2.330318 0.09 -1.35 0.47
H 2.474609 -6.397555 -1.328197 -0.12 0.19 -0.23
H 1.206585 1.784284 -4.360452 -0.31 -0.02 0.17
C 0.386512 1.545245 -3.677000 -0.07 -0.18 -0.02
H 0.050998 4.180872 -0.992696 -0.21 -0.17 0.18
C 2.303987 -6.088955 -2.366159 -0.07 0.11 -0.03
H 2.900445 -6.611082 -4.359342 0.01 -0.04 0.02
C 3.092078 -1.943598 4.394526 0.22 0.07 -0.29
O 1.023898 -3.477502 -3.588787 -0.86 1.15 -0.71
H 4.738719 -2.706668 -0.696077 -0.14 -0.01 -0.16
N 1.492705 0.661657 2.269392 0.08 0.80 -0.44
C -0.610687 3.822944 -0.188549 0.00 0.36 0.11
C -1.704802 0.939351 -1.904334 0.39 0.08 -0.16
H 2.314410 -2.754982 -5.773232 0.06 0.15 0.32
C -0.016300 2.630982 0.523368 0.04 -0.50 -0.53
H -0.217213 -3.193950 -1.909402 0.07 -0.19 -0.38
C -1.480965 -4.675418 0.979927 -0.08 -0.04 -0.10
H 4.949290 -3.320235 -2.349710 -0.22 -0.04 0.25
Sc -0.276916 -0.153469 1.482897 -0.18 2.07 0.21
N -0.212390 1.398904 -0.009357 0.50 -0.16 0.41
Si -0.319564 -3.691763 2.083623 0.24 0.16 -0.05
C 0.762200 2.882575 1.662667 -0.25 0.12 -0.10
H 3.724677 -2.078641 -2.000208 0.13 -0.14 0.06
H 3.229623 -0.266523 -0.117768 0.02 0.14 0.22
H 3.656961 -4.841972 -0.671200 -0.12 0.15 -0.22
H -2.909649 0.676304 -3.663893 0.26 0.13 0.05
S -3.522279 -1.448551 1.802081 -0.37 -0.26 -0.08
H -0.479855 -3.070422 4.494228 -0.13 -0.10 -0.08
H 3.699856 1.201864 0.772306 -0.02 -0.25 -0.07
C 4.164192 -2.318709 3.584448 0.04 -0.02 0.12
H 2.838439 -7.965868 -3.223816 0.02 -0.02 -0.01
C -2.474680 -0.536885 2.580942 1.34 1.64 1.19
H 4.176576 -6.801074 -3.149385 -0.11 -0.06 0.04
C 1.256833 -4.674331 2.386433 -0.01 -0.25 0.16
C -1.389292 -2.934274 -3.712507 -0.29 0.29 0.01
H -0.731653 4.645818 0.526313 0.05 -0.16 -0.21
H 1.228762 -6.149028 -2.586307 0.27 0.03 0.15
C 2.727388 2.548072 3.187919 0.02 0.62 0.10
```
Forces are in eV/Å.

=====

Formula: C18H18N2O3S
Source: the Open Molecules 2025 dataset
Level of theory: ωB97M-V/def2-TZVPD

The HOMO energy is -8.71 eV. The total energy is -38916.91916 eV. As for the orbital gap: 9.1 eV. The structure (SMILES) is CC1(C)S[C@H]2c3ccccc3C(=O)N2[C@@H]1C(=O)NCc1ccco1. As for the multiplicity: 1.

```
42
Properties=species:S:1:pos:R:3:forces:R:3
H -1.055152 -0.035200 1.454987 0.08 0.05 -0.08
S 1.800343 2.173938 0.973982 -0.21 -0.18 -0.14
H 1.246072 1.616423 3.747024 0.03 0.03 0.03
C 0.631677 0.958087 3.137093 -0.06 -0.08 -0.10
C -2.197063 0.605263 -2.462979 -0.09 -0.18 0.02
H 3.027821 -3.442667 1.094631 -0.03 -0.11 0.05
H -4.952308 0.542602 -1.275520 -0.02 0.23 0.12
O -3.220120 -1.519670 -3.107241 0.49 0.07 -0.19
C 4.717912 -2.303386 0.382173 -0.02 -0.14 0.05
H -1.623371 0.482512 -3.386346 -0.10 0.11 0.05
O -1.904336 2.248555 -0.230383 -0.32 0.35 0.14
H -0.763720 3.496697 1.265088 -0.04 0.01 0.09
C -4.362189 -2.202466 -2.924783 -0.82 -0.14 0.34
H -0.043733 3.521253 2.879650 0.03 0.02 0.15
H -0.898735 -0.540606 -1.251926 0.08 0.17 0.09
H 1.201088 0.051715 2.938213 0.04 -0.03 0.05
H -1.539386 2.620447 2.581876 -0.11 0.01 0.09
C 2.944773 -0.232708 -0.019433 -0.19 -0.57 0.22
C -3.352849 -0.339035 -2.460250 -0.50 0.67 0.39
C 1.772895 0.683373 -0.128684 0.26 0.84 -0.06
C 3.383457 -2.504637 0.697714 -0.14 0.07 0.00
C -4.574612 -0.272110 -1.858059 0.60 0.10 -0.31
N -1.321834 0.372465 -1.327628 0.06 -0.28 -0.38
C 4.272549 -0.034988 -0.334463 -0.05 -0.01 -0.01
C 5.154539 -1.086467 -0.123797 0.02 0.14 -0.05
H -2.552487 1.634246 -2.374188 0.04 -0.17 -0.12
O 0.310095 -2.166177 1.284095 0.07 -0.09 0.16
C -0.419166 0.649628 0.877544 -0.15 0.10 0.28
H 4.614590 0.913485 -0.718684 0.09 0.10 -0.06
H 1.615726 1.062497 -1.144928 0.02 -0.19 0.07
H -6.216893 -1.781932 -1.860959 -0.20 -0.14 0.02
C 1.058861 -1.359371 0.781723 -0.29 -0.24 -0.08
C -5.233722 -1.487534 -2.164832 0.25 -0.42 -0.29
H -0.258844 0.688792 3.702652 -0.12 -0.05 0.09
H -4.432571 -3.170282 -3.379915 0.09 -0.11 -0.10
C -1.294574 1.205012 -0.263895 0.41 -0.39 -0.02
N 0.673795 -0.114623 0.328667 -0.19 -0.04 -0.04
C 2.504512 -1.456675 0.490352 0.52 0.31 -0.14
H 5.429009 -3.101326 0.534323 0.06 -0.06 0.01
C 0.237331 1.669116 1.844137 0.27 0.08 -0.14
H 6.200714 -0.953027 -0.355083 0.09 0.00 -0.02
C -0.580096 2.908781 2.158054 0.08 0.15 -0.18
```
Forces are in eV/Å.

=====

Formula: HOS3
Source: the Open Molecules 2025 dataset
Level of theory: ωB97M-V/def2-TZVPD

As for the net charge: -1. The HOMO energy (spin up / spin down) is -3.66 / -3.65 eV. The total energy is -34570.13087 eV. As for the orbital gap (spin up / spin down): 6.3 / 6.3 eV. As for the multiplicity: 1.

```
5
Properties=species:S:1:pos:R:3:forces:R:3
S 0.941356 -0.507477 1.460292 -0.16 0.44 1.23
S 0.305371 1.281857 -2.108677 -0.40 -0.85 0.56
S -0.249780 -0.331608 -1.150176 1.14 0.85 0.01
H 0.681512 0.028077 2.763003 0.09 -0.49 -1.77
O -1.678460 -0.470849 -0.964441 -0.67 0.06 -0.03
```
Forces are in eV/Å.